# C5H9N3O2

C5H9N3O2 in the gas phase in a non-equilibrium geometry (the ωB97M-V functional and the def2-TZVPD basis, the OMol25 dataset).

Last columns: bonded neighbours and bond lengths (Å).
CARTESIAN COORDINATES (ANGSTROEM)
1 C -0.76953 -0.34137 -2.17397  N2 1.503, H11 1.035, H12 1.050, H13 1.068
2 N 0.12932 -0.19292 -0.97902  C1 1.503, N3 1.252, C8 1.716
3 N 1.19295 0.44640 -1.14292  N2 1.252, C4 1.297
4 C 2.07498 0.82475 -0.27021  N3 1.297, C5 1.459, H14 1.080
5 C 1.73254 0.82260 1.14817  C4 1.459, O6 1.218, N7 1.399
6 O 2.42517 1.35973 1.99408  C5 1.218
7 N 0.55471 0.16344 1.51588  C5 1.399, C8 1.470, H15 1.032
8 C -0.55718 -0.10180 0.59150  N2 1.716, N7 1.470, C9 1.485, O10 1.362
9 C -1.14647 -1.45615 0.74243  C8 1.485, H16 1.069, H17 1.089, H18 1.177
10 O -1.36107 0.99297 0.49073  C8 1.362, H19 0.950
11 H -1.12498 -1.31113 -2.10386  C1 1.035
12 H -1.54761 0.35229 -2.04954  C1 1.050
13 H -0.04776 -0.12410 -2.93078  C1 1.068
14 H 2.81978 1.54062 -0.58538  C4 1.080
15 H 0.11562 0.32299 2.43629  N7 1.032
16 H -1.90367 -1.50077 -0.01067  C9 1.069
17 H -1.41725 -1.52316 1.79465  C9 1.089
18 H -0.13391 -2.03635 0.58983  C9 1.177
19 H -1.03564 1.76196 0.94279  O10 0.950

Its lowest unoccupied orbital energy is 0.54 eV. The net charge is 0. As for the HOMO energy: -8.487 eV. As for the spin multiplicity: 1. The SMILES is CN1N=CC(=O)N[C@@]1(C)O. Its energy above the lowest of the compared OMol25 structures with the same formula, charge and spin is 266.7 kJ/mol. The energy is -510.58836 a.u. As for the HOMO-LUMO gap: 0.3318 Eh.

These are the natural (NBO) partial charges, in e, on atoms 1 to 8:
1 C -0.41
2 N -0.20
3 N -0.16
4 C -0.21
5 C 0.61
6 O -0.60
7 N -0.69
8 C 0.58